[1]
{"formula": "C4H13NO2", "method": "ωB97M-V/def2-TZVPD", "species": ["C", "C", "C", "N", "C", "H", "H", "H", "H", "H", "H", "H", "H", "H", "H", "H", "O", "H", "H", "O"], "xyz": [[1.3708, -0.7462, -1.8689], [1.4065, -1.2379, -0.4267], [0.3481, -1.2232, 0.3931], [-1.0524, -1.2702, 0.0101], [2.7772, -1.5463, 0.0890], [0.9625, -1.4783, -2.5809], [0.6481, 0.0796, -1.9645], [2.4037, -0.5197, -2.1460], [0.5097, -1.0589, 1.4604], [-1.2209, -2.2759, -0.2167], [-1.0640, -1.0030, -0.9749], [3.2500, -2.3481, -0.4661], [3.3735, -0.6420, -0.0282], [2.8161, -1.8071, 1.1497], [-2.1212, 0.5195, 1.3772], [-3.3799, 1.3783, 1.7896], [-2.4353, 1.2616, 1.9199], [-2.1815, 3.7349, 0.2806], [-0.9601, 2.9294, 0.0411], [-1.3737, 3.7551, -0.2597]], "orbital_gap_ev": [2.8, 8.7], "s_squared": 0.751, "charge": -1, "lumo_ha": [0.14009, 0.13716], "max_force_ev_per_a": 1.4, "multiplicity": 2}

[2]
{"formula": "C27H19Cl5CoN4O3S", "method": "ωB97M-V/def2-TZVPD", "species": ["Co", "C", "O", "C", "C", "C", "C", "C", "C", "N", "N", "C", "C", "O", "C", "C", "C", "C", "C", "C", "C", "C", "H", "H", "H", "H", "H", "H", "H", "H", "H", "H", "H", "H", "H", "Cl", "C", "C", "Cl", "C", "Cl", "C", "O", "C", "Cl", "C", "Cl", "C", "N", "C", "C", "N", "C", "S", "H", "H", "H", "H", "H", "H"], "xyz": [[0.2628, 0.6832, -0.0318], [-1.2687, 2.0593, -2.3572], [-1.2773, 1.2469, -1.1686], [-2.4744, 1.1164, -0.4901], [-3.6894, 1.5744, -0.9579], [-4.8209, 1.3563, -0.1809], [-4.7352, 0.6926, 1.0338], [-3.5107, 0.2347, 1.4920], [-2.3785, 0.4504, 0.7239], [-1.0725, 0.0140, 1.0806], [-0.9820, -0.8281, 1.9983], [0.1986, -1.3530, 2.3945], [1.4466, -0.9273, 1.8950], [1.6059, 0.0633, 1.0638], [2.6285, -1.5544, 2.3792], [2.5586, -2.5422, 3.3060], [1.3173, -2.9894, 3.8492], [1.2752, -4.0045, 4.8248], [0.0785, -4.4203, 5.3436], [-1.1117, -3.8289, 4.8940], [-1.0953, -2.8406, 3.9408], [0.1230, -2.3971, 3.3979], [-1.8818, 1.5845, -3.1205], [-0.2385, 2.1142, -2.6892], [-1.6385, 3.0570, -2.1232], [-3.7738, 2.0891, -1.9028], [-5.7780, 1.7133, -0.5353], [-5.6245, 0.5315, 1.6267], [-3.4192, -0.2846, 2.4350], [3.5698, -1.2152, 1.9683], [3.4685, -3.0191, 3.6511], [2.2058, -4.4489, 5.1556], [0.0458, -5.1996, 6.0924], [-2.0582, -4.1586, 5.3020], [-2.0222, -2.4035, 3.5990], [3.4910, -1.7995, -5.8096], [2.5401, -1.5503, -4.4033], [2.6808, -0.3848, -3.6640], [3.7962, 0.8318, -4.1371], [1.8985, -0.2055, -2.5326], [2.0137, 1.2500, -1.5891], [0.9651, -1.1375, -2.0869], [0.2521, -0.9750, -1.0025], [0.8219, -2.3012, -2.8673], [-0.3282, -3.4591, -2.3386], [1.6043, -2.5091, -3.9946], [1.4182, -3.9508, -4.9010], [-0.8148, 5.0325, 2.8329], [-0.0615, 3.8523, 3.2360], [0.2655, 3.4976, 4.5350], [0.9477, 2.3366, 4.4757], [1.0255, 1.9999, 3.1404], [0.4077, 2.9224, 2.3901], [0.2479, 2.9498, 0.6877], [-0.9025, 5.6931, 3.6900], [-1.8054, 4.7435, 2.4860], [-0.2906, 5.5461, 2.0308], [-0.0173, 4.1062, 5.3746], [1.3828, 1.7314, 5.2494], [1.5215, 1.2274, 2.7153]], "orbital_gap_ev": 6.6, "charge": 1, "lumo_ha": -0.14522, "max_force_ev_per_a": 1.1}

[3]
{"formula": "C41H73BNO23S5", "method": "ωB97M-V/def2-TZVPD", "species": ["O", "C", "O", "B", "O", "C", "O", "O", "C", "O", "C", "O", "O", "C", "C", "O", "C", "H", "H", "H", "H", "H", "H", "C", "C", "O", "C", "H", "H", "H", "H", "H", "H", "C", "C", "O", "C", "H", "H", "H", "H", "H", "H", "C", "C", "O", "C", "H", "H", "H", "H", "H", "H", "C", "C", "O", "C", "H", "H", "H", "H", "H", "H", "C", "C", "N", "H", "H", "H", "C", "C", "C", "S", "O", "O", "C", "H", "H", "H", "H", "H", "H", "H", "H", "C", "C", "C", "S", "O", "O", "C", "H", "H", "H", "H", "H", "H", "H", "H", "C", "C", "C", "S", "O", "O", "C", "H", "H", "H", "H", "H", "H", "H", "H", "C", "C", "C", "S", "O", "O", "C", "H", "H", "H", "H", "H", "H", "H", "H", "C", "C", "C", "S", "O", "O", "C", "H", "H", "H", "H", "H", "H", "H", "H"], "xyz": [[20.7654, -0.1795, 5.1445], [21.8250, -0.1906, 5.7450], [22.0262, 0.1429, 7.0357], [23.5083, 0.1331, 7.3018], [24.0932, -0.4439, 6.0634], [23.1780, -0.6146, 5.1831], [23.3656, -1.0479, 4.0665], [23.8133, -0.7020, 8.4518], [24.4016, 0.0169, 9.4569], [24.7076, -0.4382, 10.5784], [24.6110, 1.4164, 8.8812], [24.0175, 1.4570, 7.6960], [25.1305, 2.3593, 9.4606], [26.3136, -3.1075, 6.9354], [27.1058, -4.1452, 6.0724], [28.2698, -3.9213, 5.8123], [26.3904, -5.3945, 5.5504], [26.9855, -2.3824, 7.3945], [25.9297, -3.6325, 7.8101], [25.4297, -2.7569, 6.4024], [25.4580, -5.0757, 5.0844], [26.1742, -6.0408, 6.4011], [27.0767, -5.9344, 4.8981], [28.3161, 2.6823, 9.1645], [28.3091, 4.0285, 8.4159], [29.3783, 4.5009, 8.0664], [27.0326, 4.7695, 8.1538], [29.3526, 2.4191, 9.3754], [27.9595, 1.9008, 8.4936], [27.6672, 2.6177, 10.0380], [26.5618, 4.9757, 9.1150], [26.3843, 4.1271, 7.5579], [27.2150, 5.6911, 7.6011], [16.6533, 1.2380, 4.0714], [17.7816, 2.2224, 3.8722], [17.8245, 2.8755, 2.8500], [18.7302, 2.5007, 5.0462], [17.0417, 0.6971, 4.9343], [16.5764, 0.5028, 3.2704], [15.6938, 1.7123, 4.2778], [18.2123, 3.1724, 5.7308], [19.6203, 2.9771, 4.6352], [18.9838, 1.5236, 5.4573], [23.1816, 4.9803, 7.3942], [22.2444, 4.4656, 6.2954], [21.0865, 4.7392, 6.3566], [22.8409, 3.6438, 5.1591], [23.6591, 4.0998, 7.8241], [22.6206, 5.5671, 8.1215], [23.8909, 5.6847, 6.9596], [23.8217, 3.2021, 5.3354], [23.0434, 4.2148, 4.2529], [22.1768, 2.8018, 4.9642], [24.6449, -4.3177, 10.5203], [23.2254, -4.2798, 11.1525], [22.9113, -5.1332, 11.9483], [22.4312, -2.9916, 10.9361], [24.3558, -4.2945, 9.4695], [25.2086, -5.2234, 10.7439], [25.3261, -3.5542, 10.8959], [22.8809, -2.0937, 11.3600], [21.4578, -3.1292, 11.4070], [22.2604, -2.7486, 9.8873], [18.1723, -1.1283, 6.9170], [18.5890, -1.7986, 8.1430], [18.8917, -2.1913, 9.1595], [18.1588, -2.0004, 6.2632], [18.8560, -0.3212, 6.6537], [17.1358, -0.7949, 6.9677], [21.8629, -4.2382, 5.2902], [21.1528, -3.9194, 6.5330], [21.8679, -4.6353, 7.7553], [22.7258, -6.0902, 7.0475], [21.9803, -7.3656, 7.2950], [24.1205, -5.9913, 7.4295], [22.4880, -5.6356, 5.2761], [22.6713, -3.5276, 5.1182], [21.1327, -4.1746, 4.4835], [20.1101, -4.2370, 6.5263], [21.0581, -2.8515, 6.7298], [21.2115, -4.8794, 8.5906], [22.6691, -3.9906, 8.1167], [21.7629, -6.3737, 4.9333], [23.3422, -5.9210, 4.6621], [28.3094, -2.5454, 10.1820], [28.7573, -1.5158, 9.1650], [29.9058, -0.7186, 9.9107], [29.3149, -0.5010, 11.6601], [28.7497, 0.8336, 11.7722], [30.4191, -0.9400, 12.5049], [27.9392, -1.7822, 11.4615], [29.0799, -3.2885, 10.3871], [27.5269, -3.2108, 9.8173], [27.9152, -0.9347, 8.7890], [29.0888, -1.9058, 8.2027], [30.3080, 0.2441, 9.5950], [30.7840, -1.3516, 10.0376], [27.0380, -1.2122, 11.2352], [27.7922, -2.3591, 12.3746], [23.9280, 2.7769, 12.4879], [23.2815, 2.8497, 13.9146], [24.1054, 2.0111, 14.9315], [25.8759, 2.1558, 14.3911], [26.4423, 0.7825, 14.3626], [26.5734, 3.2019, 15.1626], [25.4990, 2.7787, 12.6456], [23.7065, 3.6045, 11.8139], [23.5718, 1.9576, 11.8635], [22.2134, 2.6702, 14.0371], [23.3054, 3.8815, 14.2650], [23.8418, 0.9703, 14.7432], [24.1074, 2.2122, 16.0028], [26.0388, 2.1042, 11.9810], [25.9809, 3.7444, 12.4926], [24.7322, -3.5379, 2.5299], [23.4378, -4.0637, 1.8484], [23.5880, -3.9050, 0.2930], [24.3364, -2.2131, 0.1199], [23.1879, -1.2475, 0.2749], [25.1673, -2.2401, -1.0598], [25.2871, -2.2998, 1.7273], [25.4768, -4.3253, 2.6465], [24.4704, -3.3130, 3.5639], [22.6575, -3.3886, 2.1999], [23.2072, -5.0784, 2.1729], [22.7384, -3.9417, -0.3889], [24.3807, -4.6293, 0.1059], [25.3426, -1.3287, 2.2193], [26.2760, -2.5938, 1.3755], [18.9275, -0.8329, 1.5925], [20.1820, -1.6509, 1.1121], [19.9105, -3.0971, 1.0096], [18.5760, -3.4007, 2.2586], [17.4837, -3.9516, 1.4951], [19.1088, -4.1318, 3.4443], [18.2984, -1.6214, 2.7551], [18.1691, -0.7221, 0.8174], [19.3037, 0.1616, 1.8324], [20.9716, -1.5775, 1.8600], [20.6923, -1.2080, 0.2569], [19.5080, -3.3560, 0.0303], [20.7403, -3.7888, 1.1549], [17.2940, -1.4362, 3.1358], [18.9936, -1.5524, 3.5918]], "orbital_gap_ev": 9.1, "charge": -1, "lumo_ha": 0.04939, "max_force_ev_per_a": 4.2}

no.,M (g/mol)
1,107.15
2,715.74
3,1119.17